Record 1
ORCA calculation (ωB97M-V/def2-TZVPD) on the molecule C5H7NO.

Geometry as XYZ:
```
14
Properties=species:S:1:pos:R:3
C -1.536 -0.370 0.464
C -1.225 0.418 -0.768
C 1.831 1.809 0.869
O 1.075 0.753 0.756
C 1.538 -0.470 0.200
N 0.765 -1.248 -0.385
C -0.623 -0.962 -0.582
H -1.085 -0.023 1.387
H -2.521 -0.813 0.569
H -1.976 0.493 -1.546
H -0.629 1.314 -0.634
H 2.849 1.480 0.521
H 2.609 -0.636 0.336
H -1.070 -1.744 -1.186
```

Output
Calculated total energy = -8831.188 eV
ΔE to the lowest compared entry with this formula, charge and spin = 115.65 kcal/mol
Max |F| = 0.5 eV/A


Record 2
ORCA calculation (ωB97M-V/def2-TZVPD) on a cluster of 2 separate species, C42H61Cl2F4N2O2S in total in a non-equilibrium geometry.

Geometry as XYZ:
```
114
Properties=species:S:1:pos:R:3
C 6.687 2.843 4.771
C 6.306 3.050 3.310
C 7.476 3.289 2.317
C 8.891 2.993 2.811
C 9.312 1.517 2.960
C 8.672 0.537 1.964
C 7.447 -0.193 2.533
C 6.461 -0.678 1.473
C 5.139 -1.146 2.097
C 4.364 -2.117 1.194
C 2.849 -1.958 1.314
C 2.069 -3.077 0.617
C 0.694 -3.353 1.243
C -0.529 -2.730 0.556
C -0.614 -1.227 0.683
C -0.116 -0.307 -0.261
C 0.548 -0.658 -1.572
F 0.182 -1.885 -2.044
F 1.907 -0.678 -1.446
C 0.212 0.358 -2.715
F 1.135 1.325 -2.816
F 0.154 -0.312 -3.906
C -0.198 1.057 -0.004
C -0.764 1.581 1.147
C -0.775 3.085 1.321
C -1.659 3.838 0.309
C -2.962 3.142 -0.041
Cl -0.743 4.265 -1.176
C -1.279 0.682 2.084
C -1.192 -0.696 1.845
S -1.772 -1.774 3.132
C -3.209 -0.863 3.587
C -4.410 -1.462 3.935
Cl -4.537 -3.186 3.944
C -5.518 -0.710 4.295
C -5.425 0.677 4.300
C -6.603 1.558 4.643
C -7.545 1.059 5.711
O -8.231 1.810 6.355
C -4.220 1.280 3.960
C -3.114 0.523 3.610
N -1.881 1.124 3.279
H 7.361 2.003 4.924
H 7.111 3.747 5.207
H 5.783 2.621 5.344
H 5.683 2.226 2.955
H 5.660 3.931 3.271
H 7.453 4.351 2.058
H 7.272 2.754 1.389
H 9.578 3.432 2.082
H 9.079 3.524 3.746
H 9.144 1.141 3.971
H 10.392 1.476 2.804
H 8.436 1.017 1.013
H 9.422 -0.225 1.741
H 7.823 -1.076 3.059
H 6.943 0.409 3.293
H 6.259 0.136 0.773
H 6.903 -1.532 0.954
H 4.518 -0.265 2.282
H 5.357 -1.639 3.046
H 4.607 -3.139 1.497
H 4.691 -2.014 0.156
H 2.557 -0.968 0.956
H 2.622 -1.987 2.385
H 2.663 -3.985 0.748
H 1.995 -2.911 -0.457
H 0.714 -3.055 2.293
H 0.524 -4.433 1.232
H -1.382 -3.132 1.109
H -0.651 -3.080 -0.462
H -0.781 0.780 -2.538
H 0.215 1.769 -0.707
H -1.033 3.399 2.330
H 0.256 3.409 1.173
H -1.913 4.797 0.757
H -2.822 2.098 -0.314
H -3.421 3.658 -0.885
H -3.663 3.241 0.790
H -6.431 -1.223 4.556
H -6.282 2.567 4.896
H -7.213 1.647 3.735
H -7.617 -0.030 5.876
H -4.166 2.363 3.974
H -2.005 2.125 3.285
C -3.547 -1.569 -7.646
C -4.853 -1.547 -6.817
C -5.231 -0.127 -6.338
C -4.421 0.418 -5.166
C -4.423 -0.557 -3.994
C -3.900 -1.950 -4.369
N -4.744 -2.398 -5.562
O -5.768 -2.942 -5.251
C -2.399 -1.886 -4.680
C -4.069 -2.936 -3.220
C -5.953 -2.081 -7.723
H -2.662 -1.833 -7.079
H -3.621 -2.307 -8.442
H -3.372 -0.597 -8.101
H -6.288 -0.135 -6.057
H -5.141 0.526 -7.204
H -3.401 0.650 -5.478
H -4.863 1.362 -4.845
H -3.794 -0.193 -3.181
H -5.439 -0.647 -3.595
H -2.031 -2.830 -5.082
H -1.860 -1.695 -3.756
H -2.122 -1.087 -5.361
H -5.089 -2.972 -2.840
H -3.422 -2.620 -2.406
H -3.775 -3.943 -3.517
H -5.791 -3.130 -7.971
H -5.926 -1.505 -8.645
H -6.947 -1.980 -7.290
```

Output
Calculated total energy = -98361.421 eV
Charge = +1
Max |F| = 3.9 eV/A


Record 3
ORCA calculation (ωB97M-V/def2-TZVPD) on a cluster of 11 separate species, C22H8Cl40F13N2 in total.

Geometry as XYZ:
```
85
Properties=species:S:1:pos:R:3
F 5.144 -2.708 -0.152
C 3.914 -2.214 -0.099
F 3.086 -3.228 0.086
F 3.845 -1.387 0.933
C 3.592 -1.497 -1.460
F 4.514 -1.915 -2.343
F 2.411 -1.917 -1.934
C 3.692 0.049 -1.450
F 4.951 0.360 -1.107
F 3.516 0.446 -2.720
C 2.694 0.892 -0.561
F 3.278 1.180 0.608
F 2.505 2.072 -1.184
C 1.268 0.328 -0.373
F 1.283 -0.866 0.249
F 0.730 0.199 -1.606
C 0.304 1.250 0.426
F 0.852 1.604 1.599
F 0.054 2.370 -0.305
C -1.031 0.573 0.727
C -2.033 0.645 -0.435
C -3.050 -0.464 -0.494
C -4.292 -0.199 -1.049
C -5.200 -1.247 -1.101
N -4.822 -2.423 -0.619
N -3.658 -2.742 -0.109
C -2.773 -1.768 -0.046
H -0.882 -0.412 1.153
H -1.444 1.173 1.535
H -1.568 0.731 -1.416
H -2.605 1.562 -0.296
H -4.547 0.775 -1.434
H -6.194 -1.143 -1.505
H -5.504 -3.174 -0.638
H -1.819 -2.028 0.381
C -4.748 -5.056 -4.274
Cl -4.255 -4.046 -2.883
Cl -3.674 -6.437 -4.395
Cl -6.406 -5.602 -4.017
Cl -4.660 -4.090 -5.743
C -2.417 4.727 2.378
Cl -1.303 3.980 1.227
Cl -4.076 4.578 1.768
Cl -2.284 3.863 3.911
Cl -2.018 6.428 2.587
C 4.905 3.999 -3.135
Cl 5.916 3.469 -4.479
Cl 3.216 3.603 -3.479
Cl 5.371 3.162 -1.648
Cl 5.085 5.740 -2.910
C -3.876 -9.408 -7.199
Cl -5.364 -8.878 -6.407
Cl -3.400 -8.214 -8.409
Cl -2.594 -9.560 -5.988
Cl -4.140 -10.967 -7.975
C 8.172 -1.651 2.728
Cl 9.083 -3.114 3.104
Cl 7.146 -1.936 1.317
Cl 7.156 -1.216 4.109
Cl 9.294 -0.329 2.392
C -0.272 5.629 -3.508
Cl -1.897 6.251 -3.812
Cl 0.862 6.334 -4.656
Cl 0.220 6.034 -1.860
Cl -0.279 3.865 -3.690
C -5.840 7.504 -3.732
Cl -5.252 7.394 -2.069
Cl -4.460 7.601 -4.833
Cl -6.794 6.066 -4.116
Cl -6.841 8.942 -3.912
C -0.582 0.031 5.163
Cl 0.545 -0.663 3.989
Cl -2.235 -0.081 4.525
Cl -0.481 -0.872 6.671
Cl -0.181 1.727 5.446
C -1.585 -4.538 8.182
Cl -0.609 -6.001 8.071
Cl -2.177 -4.102 6.572
Cl -2.957 -4.818 9.253
Cl -0.596 -3.220 8.828
C 6.217 1.801 6.732
Cl 6.618 3.004 7.958
Cl 7.386 0.482 6.784
Cl 4.599 1.156 7.042
Cl 6.249 2.551 5.132
```

Output
Calculated total energy = -562137.963 eV
Charge = +1
Max |F| = 0.9 eV/A


Record 4
ORCA calculation (ωB97M-V/def2-TZVPD) on a cluster of 2 separate species, C30H62N2O3 in total in a non-equilibrium geometry.

Geometry as XYZ:
```
97
Properties=species:S:1:pos:R:3
C 8.740 -0.873 0.643
C 8.781 -0.264 -0.879
C 7.360 0.392 -1.370
C 6.139 -0.679 -1.591
C 6.632 -2.175 -2.105
C 5.362 -3.260 -2.088
C 5.111 -3.673 -0.522
C 3.900 -4.749 -0.270
C 2.583 -4.554 -1.226
C 1.491 -3.438 -0.642
C 1.766 -1.910 -1.171
C 0.613 -1.395 -2.262
C 0.448 0.258 -2.276
C 1.882 1.059 -2.280
C 2.131 1.975 -0.904
C 3.385 1.293 -0.105
C 3.445 1.581 1.503
N 2.196 2.160 2.117
C 1.101 1.142 2.330
C -0.338 1.899 2.636
C -1.403 1.578 1.388
O -2.769 2.036 1.736
C 4.782 2.477 1.959
O 5.198 3.515 1.219
O 5.486 2.026 3.205
H 8.739 0.033 1.414
H 7.772 -1.507 0.825
H 9.678 -1.542 0.891
H 9.212 -1.051 -1.661
H 9.570 0.631 -0.860
H 7.560 1.024 -2.340
H 7.015 1.149 -0.516
H 5.435 -0.235 -2.443
H 5.465 -0.789 -0.638
H 7.443 -2.660 -1.376
H 7.137 -2.098 -3.182
H 4.438 -2.784 -2.628
H 5.712 -4.177 -2.736
H 4.989 -2.741 0.209
H 6.113 -4.210 -0.157
H 4.279 -5.879 -0.300
H 3.531 -4.576 0.852
H 2.810 -4.353 -2.356
H 1.994 -5.591 -1.193
H 1.431 -3.557 0.522
H 0.442 -3.783 -1.095
H 2.861 -1.728 -1.542
H 1.619 -1.200 -0.224
H 0.815 -1.854 -3.323
H -0.428 -1.847 -1.895
H -0.149 0.552 -3.267
H -0.228 0.560 -1.366
H 2.808 0.343 -2.459
H 1.864 1.830 -3.185
H 2.371 3.101 -1.219
H 1.119 2.013 -0.319
H 3.497 0.126 -0.272
H 4.376 1.770 -0.569
H 3.614 0.522 2.027
H 1.868 3.035 1.657
H 1.422 0.388 3.190
H 0.960 0.558 1.314
H -0.204 3.065 2.760
H -0.797 1.414 3.615
H -1.039 2.064 0.361
H -1.470 0.395 1.309
H -3.150 2.589 0.979
C -10.214 3.345 0.953
C -9.362 2.603 1.981
C -7.879 2.518 1.600
N -7.461 1.273 0.766
C -7.335 0.054 1.697
C -6.712 -1.145 0.990
C -5.368 -0.811 0.356
C -5.449 0.411 -0.542
C -6.076 1.603 0.171
C -8.459 1.000 -0.356
H -10.448 2.726 0.085
H -11.169 3.642 1.400
H -9.714 4.253 0.601
H -9.794 1.625 2.206
H -9.422 3.185 2.910
H -7.268 2.493 2.509
H -7.580 3.405 1.030
H -6.706 0.356 2.545
H -8.336 -0.187 2.072
H -6.573 -1.956 1.715
H -7.394 -1.535 0.227
H -5.006 -1.670 -0.221
H -4.629 -0.630 1.148
H -6.006 0.171 -1.454
H -4.440 0.686 -0.872
H -6.206 2.444 -0.519
H -5.438 1.926 1.004
H -8.560 1.912 -0.951
H -9.411 0.696 0.086
H -8.098 0.189 -0.989
```

Output
Calculated total energy = -41224.742 eV
Max |F| = 7.9 eV/A


Question: The highest max |F| belongs to which entry?
Answer: C30H62N2O3